1.
C24H40N2ORuS3Sb2 | ωB97M-V with the def2-TZVPD basis set

Last column: Mulliken charge in e.
Element x y z (Å)
Ru: 0.54326 -1.49810 0.89150  0.854
C: 0.03974 -3.56413 1.63466  -0.557
C: 0.68579 -3.58545 0.35683  -0.438
C: 2.02025 -3.10097 0.54814  -0.978
C: 2.14960 -2.72287 1.89456  -0.731
C: 0.90704 -3.00074 2.57535  -0.189
H: -0.97414 -3.86855 1.82799  0.590
H: 0.28903 -3.95777 -0.57168  0.435
H: 2.76986 -3.01544 -0.22036  0.550
H: 3.05156 -2.34176 2.34698  0.920
H: 0.68671 -2.85120 3.61870  0.369
C: -0.49160 2.66985 -1.50354  -1.134
Sb: -0.65812 1.96405 0.52273  0.466
C: -2.76871 2.30687 0.78821  -1.295
C: -0.07799 3.83251 1.44396  -1.707
C: 1.40107 4.00367 1.33931  0.577
C: 1.92890 4.86988 0.38168  -0.650
C: 3.29198 5.08885 0.27210  -0.777
C: 4.16126 4.44975 1.14304  -0.631
C: 3.65311 3.57406 2.08634  -0.515
C: 2.28520 3.30995 2.18196  1.087
C: 1.82435 2.30928 3.19441  -1.799
Sb: 1.84658 0.20195 2.60088  0.842
C: 3.76581 0.28899 1.66193  -1.481
C: 2.41791 -0.51816 4.53378  -1.498
H: -1.04062 3.60475 -1.61554  0.471
H: -0.86319 1.93960 -2.22426  0.146
H: 0.56392 2.82422 -1.72502  0.353
H: -3.09777 3.11658 0.13661  0.421
H: -2.93900 2.59637 1.82540  0.426
H: -3.34997 1.40872 0.58448  0.325
H: -0.42147 3.78144 2.47846  0.595
H: -0.61132 4.65084 0.95952  0.638
H: 1.24668 5.40296 -0.27094  0.413
H: 3.67150 5.77522 -0.47361  0.415
H: 5.22599 4.63438 1.09109  0.420
H: 4.33280 3.07436 2.76869  0.407
H: 0.85601 2.54137 3.63490  0.483
H: 2.54841 2.26600 4.01171  0.661
H: 4.57012 0.25183 2.39665  0.438
H: 3.83820 1.22185 1.10508  0.465
H: 3.86459 -0.53540 0.95860  0.390
H: 3.41011 -0.12332 4.74987  0.471
H: 2.44899 -1.60450 4.58671  0.476
H: 1.71823 -0.15121 5.28340  0.434
C: -4.39319 -4.65723 -0.92662  -1.484
C: -3.10331 -3.97824 -0.50500  -0.221
N: -2.89664 -2.76248 -1.28745  0.002
C: -2.34337 -1.63162 -0.88112  0.585
S: -1.86301 -1.37383 0.77880  -0.522
N: -2.19866 -0.63902 -1.74820  0.954
C: -2.68544 -0.61517 -3.12555  -0.904
C: -4.18923 -0.39582 -3.22098  -1.177
H: -4.52959 -5.57902 -0.36271  0.422
H: -4.37387 -4.92029 -1.98634  0.392
H: -5.25198 -4.01165 -0.74300  0.336
H: -2.25215 -4.64660 -0.65392  0.160
H: -3.13598 -3.69292 0.54266  0.383
H: -3.08028 -2.85092 -2.27606  0.327
H: -1.82750 0.21652 -1.36519  -0.800
H: -2.36654 -1.53271 -3.62462  0.477
H: -2.14855 0.19148 -3.62411  0.344
H: -4.74958 -1.18869 -2.72343  0.264
H: -4.49542 -0.37196 -4.26656  0.415
H: -4.46837 0.55280 -2.76221  0.308
C: 0.67081 -0.63800 -4.94554  -0.835
O: 0.80679 -0.30755 -3.55878  -0.230
C: 0.70125 -1.24456 -2.61976  0.179
S: 0.22392 -2.79435 -2.92728  -0.322
S: 1.29215 -0.54905 -1.14036  -0.195
H: 0.21785 0.23035 -5.41471  0.286
H: 0.05653 -1.52419 -5.08202  0.408
H: 1.66264 -0.80582 -5.36117  0.290

The value obtained for the highest occupied orbital energy (spin up / spin down) is -10.1232 / -9.9798 eV. The multiplicity is 2. As for the charge: +1. For the orbital gap (spin up / spin down), the calculation gives 0.25878 / 0.21079 Eh. The energy above the lowest of the compared OMol25 structures with the same formula, charge and spin comes out at 4.9 kcal per mole.



2.
C24H40N6PS2Tc | ωB97M-V with the def2-TZVPD basis set

Last column: Mulliken charge in e.
Element x y z (Å)
Tc: 0.45394 -0.47880 -1.09463  0.407
N: 3.59528 0.31594 0.18001  -0.162
C: 3.34550 0.72766 -1.06974  0.099
N: 2.20311 0.47323 -1.70673  1.001
C: 2.21319 1.01875 -2.99541  -0.686
C: 3.35591 1.65192 -3.32513  -0.299
S: 4.47595 1.61941 -2.00911  -0.115
C: 1.00825 0.77668 -3.75943  -0.382
C: 0.63765 1.23628 -4.97008  -0.263
S: -0.92203 0.63172 -5.40035  -0.102
C: -1.00905 -0.20487 -3.90135  0.391
N: 0.07206 -0.05718 -3.13065  0.407
N: -2.07835 -0.92803 -3.54872  -0.275
H: 2.85102 -0.05402 0.74877  -0.010
H: 4.46366 0.54466 0.63725  0.252
H: 3.62456 2.12287 -4.25629  0.520
H: 1.17323 1.88837 -5.64011  0.496
H: -2.84756 -1.05369 -4.18793  0.257
H: -2.03950 -1.55233 -2.76198  0.044
C: 1.35130 0.61738 2.97688  -1.657
C: -0.16288 0.83770 3.11891  1.585
C: -0.45024 2.08657 3.96936  -1.589
C: -0.72115 -0.39659 3.84463  -1.811
P: -0.95006 1.01628 1.44764  0.900
N: -0.14701 -0.11109 0.44795  -0.520
C: -2.73368 0.46851 1.39411  1.695
C: -3.56181 1.16194 2.48711  -1.663
C: -3.33664 0.80406 0.02205  -1.763
C: -2.82608 -1.05750 1.58940  -1.644
C: -0.60597 2.64971 0.60122  2.326
C: 0.81376 3.13773 0.93294  -1.646
C: -1.61968 3.72421 1.02831  -1.726
C: -0.66933 2.49089 -0.92349  -3.535
H: 1.77153 0.60919 3.98305  0.570
H: 1.86160 1.40000 2.42109  0.323
H: 1.55920 -0.35687 2.53288  0.231
H: -0.07488 1.88440 4.97347  0.516
H: -1.51503 2.29607 4.06285  0.350
H: 0.05320 2.98170 3.61098  0.293
H: -0.14194 -0.51106 4.76164  0.601
H: -0.60072 -1.31332 3.26595  0.375
H: -1.76226 -0.28502 4.13730  0.333
H: -3.61354 2.24136 2.36435  0.316
H: -3.20694 0.93807 3.49125  0.337
H: -4.58061 0.77763 2.41607  0.525
H: -3.48814 1.87088 -0.12152  0.275
H: -4.31885 0.33456 -0.02814  0.658
H: -2.74445 0.40763 -0.80840  0.252
H: -2.76053 -1.35133 2.63199  0.363
H: -2.07318 -1.60938 1.02513  0.224
H: -3.80568 -1.37081 1.22908  0.535
H: 0.95600 3.38005 1.98233  0.289
H: 0.98197 4.05518 0.36813  0.607
H: 1.57628 2.41731 0.62471  0.117
H: -1.61382 3.90017 2.10299  0.319
H: -2.63343 3.49145 0.71303  0.366
H: -1.33929 4.66051 0.54381  0.516
H: 0.02786 1.72451 -1.30867  1.864
H: -0.30971 3.41839 -1.37174  0.547
H: -1.65632 2.28411 -1.32175  0.371
C: 2.28749 -6.51586 -1.56749  -1.427
C: 1.88163 -5.09188 -1.42497  1.064
C: 0.53786 -4.71716 -1.30075  -1.007
C: 0.20801 -3.39174 -1.16453  -0.155
N: 1.13449 -2.40677 -1.14488  0.048
C: 2.43343 -2.75745 -1.24724  -0.246
C: 2.82968 -4.06496 -1.38526  -0.902
H: 1.45044 -7.14684 -1.85525  0.387
H: 2.67364 -6.87835 -0.61103  0.331
H: 3.08882 -6.62023 -2.29816  0.407
H: -0.24584 -5.46214 -1.30785  0.439
H: -0.82532 -3.08712 -1.03495  0.445
H: 3.15495 -1.95524 -1.21962  0.510
H: 3.88500 -4.28804 -1.46532  0.500

The value obtained for the highest occupied orbital energy (spin up / spin down) is -16.4394 / -16.4489 eV. The multiplicity is 2. As for the charge: +3. For the orbital gap (spin up / spin down), the calculation gives 0.24414 / 0.23844 Eh. The energy above the lowest of the compared OMol25 structures with the same formula, charge and spin comes out at 2.3 kcal per mole.



3.
C24H41F3O3P2SSn | ωB97M-V with the def2-TZVPD basis set

Last column: Mulliken charge in e.
Element x y z (Å)
Sn: -0.89725 -3.72448 -2.01473  1.363
C: -0.17609 1.43274 4.15883  0.759
C: -1.23597 1.93002 3.34801  0.448
C: -1.88788 -0.12480 4.18304  0.801
C: -0.59032 0.17972 4.70078  0.719
C: -2.26150 0.95650 3.33087  0.525
C: 1.09882 2.14487 4.44246  -1.601
H: 1.50869 2.64504 3.55831  0.354
H: 1.85184 1.46300 4.85057  0.411
H: 0.95233 2.94327 5.18697  0.332
C: 0.23723 -0.71909 5.52034  -1.133
H: 1.25804 -0.33697 5.65870  0.346
H: 0.31282 -1.69201 5.00901  0.046
H: -0.13565 -0.93753 6.53595  0.354
C: -2.61280 -1.38926 4.35518  -1.083
H: -2.85288 -1.66145 5.38524  0.416
H: -2.02637 -2.21990 3.95236  -0.047
H: -3.55197 -1.37917 3.79693  0.382
C: -3.51395 1.04705 2.53543  -1.578
H: -4.33599 1.55795 3.07224  0.329
H: -3.88544 0.04850 2.27078  0.383
H: -3.35974 1.59072 1.58237  0.335
C: -1.24901 3.20271 2.57933  -1.364
H: -2.00701 3.90677 2.96744  0.439
H: -1.52931 3.03791 1.52645  0.167
H: -0.27948 3.71819 2.64060  0.421
C: 2.41357 0.09420 0.61687  -0.767
C: 2.18477 1.27530 1.22029  -0.532
C: 1.84006 2.59161 0.57396  -0.547
C: 1.40461 2.46533 -0.91425  -0.583
C: 0.06391 1.81970 -1.05240  -0.932
C: -0.09618 0.56334 -1.47101  -0.495
C: 0.77484 -0.65157 -1.20187  2.927
C: 2.24742 -0.38001 -0.81994  -1.228
H: 2.71589 3.24488 0.54235  0.445
H: 2.14747 1.85347 -1.44919  -0.177
H: 1.06284 3.14700 1.11493  0.008
H: 2.74497 0.24849 -1.56750  0.480
H: 2.56235 -0.77035 1.27310  0.325
H: 2.35821 1.35329 2.30362  0.585
H: 2.79614 -1.32098 -0.89508  0.576
H: 0.27907 -1.32955 -0.50789  -1.183
H: -1.06912 0.28794 -1.88730  0.690
H: 0.77499 -1.31244 -2.09452  -0.945
H: 1.35091 3.43101 -1.45766  0.577
H: -0.82594 2.42587 -0.78278  0.546
P: 1.66671 -0.04583 -3.77465  0.895
C: 3.21329 -0.71740 -4.46628  -1.462
C: 1.60592 1.61678 -4.54646  -1.492
P: -1.35408 -1.05863 -4.11735  0.292
C: 0.43415 -1.01185 -4.72067  -1.325
C: -1.83682 0.61077 -4.82714  -1.233
C: -1.92371 -2.04935 -5.56899  -1.058
H: 3.21479 -1.80796 -4.33571  0.378
H: 4.04356 -0.27582 -3.89805  0.391
H: 3.28568 -0.44855 -5.52934  0.442
H: 1.88857 1.54198 -5.60729  0.475
H: 2.30971 2.25842 -3.99733  0.376
H: 0.60297 2.04841 -4.46689  0.308
H: -1.47492 -1.67484 -6.49941  0.360
H: -3.01519 -1.98469 -5.66391  0.398
H: -1.63192 -3.09678 -5.40898  0.355
H: 0.76128 -2.07133 -4.69379  0.489
H: 0.45327 -0.66573 -5.78542  0.680
H: -2.92625 0.58567 -4.98046  0.476
H: -1.35482 0.83872 -5.79681  0.382
H: -1.62018 1.40997 -4.10234  0.242
F: 0.40920 -3.43171 3.61682  -0.224
C: -0.33797 -4.27150 2.83076  0.528
F: 0.26879 -5.47237 2.81724  -0.203
F: -1.58072 -4.41005 3.36172  -0.204
S: -0.39208 -3.38446 1.13372  1.176
O: -0.91355 -2.12555 1.58897  -0.446
O: 0.96546 -3.44737 0.62049  -0.557
O: -1.32308 -4.11579 0.14034  -0.736

The value obtained for the highest occupied orbital energy (spin up / spin down) is -12.4357 / -12.4352 eV. The multiplicity is 1. As for the charge: +2. For the orbital gap (spin up / spin down), the calculation gives 0.14725 / 0.14723 Eh.



4.
C24H41FN4O7PS | ωB97M-V with the def2-TZVPD basis set

Last column: Mulliken charge in e.
Element x y z (Å)
C: -1.81742 -6.41600 -1.91952  -1.122
C: -2.99916 -5.43539 -1.90172  -0.613
C: -2.70906 -4.10268 -2.58435  -0.546
C: -2.04305 -4.22772 -3.95710  -0.464
C: -2.22502 -3.00455 -4.87936  -1.147
C: -1.01268 -2.05585 -4.88379  -0.887
C: -0.74192 -1.57196 -3.44995  -0.429
C: -0.19417 -0.13096 -3.37026  -0.774
C: -0.66841 0.51173 -2.04894  -0.273
C: 0.41973 1.33216 -1.36322  -0.478
C: -0.04946 2.17322 -0.18167  -0.656
C: -1.05610 1.44230 0.75386  -1.857
N: -0.73399 1.63816 2.18316  0.740
N: -1.48660 2.54232 2.77957  -1.015
C: -1.22432 2.68708 4.04582  0.505
N: -2.01734 3.66163 4.74374  0.147
C: -3.46245 3.36333 4.51149  -1.061
C: -1.61303 4.95748 4.25246  0.992
C: -2.63864 6.05156 4.26508  -1.288
O: -0.48482 5.10740 3.83395  -0.542
C: -0.26847 2.00214 4.77916  0.281
C: -0.10586 2.23534 6.24150  -1.284
C: -0.61124 1.06448 7.04397  0.631
O: -0.15895 0.71089 8.10873  -0.491
F: -1.67178 0.41044 6.50766  -0.240
C: 0.51338 1.10929 4.10949  0.666
O: 1.44346 0.41137 4.75184  -0.576
N: 2.89311 0.91281 4.42635  0.416
O: 3.14210 1.81362 5.06021  -0.167
C: 0.23155 0.94865 2.74676  0.269
P: 1.28259 -0.25916 1.80090  0.244
S: 2.99511 0.48804 1.28562  -0.363
H: -0.86738 -5.90726 -2.03179  0.288
H: -1.78214 -6.89979 -0.94716  0.366
H: -1.93857 -7.21237 -2.64118  0.261
H: -3.18949 -5.21022 -0.85393  0.378
H: -3.91743 -5.89014 -2.25670  0.383
H: -3.59809 -3.47896 -2.60807  0.391
H: -2.01289 -3.57130 -1.93262  0.126
H: -2.53379 -5.06019 -4.45858  0.498
H: -0.99371 -4.47693 -3.85146  0.355
H: -3.03975 -2.42169 -4.44736  0.409
H: -2.53030 -3.27804 -5.88270  0.399
H: -1.19039 -1.21745 -5.54686  0.441
H: -0.17311 -2.65900 -5.21871  0.309
H: -1.70342 -1.54157 -2.94864  0.311
H: -0.07620 -2.25457 -2.92926  0.333
H: -0.68347 0.40642 -4.17426  0.385
H: 0.88593 -0.10107 -3.45696  0.390
H: -1.60503 1.04735 -2.18756  0.274
H: -0.90054 -0.33096 -1.39016  0.161
H: 1.25548 0.68310 -1.11456  0.013
H: 0.80134 2.03211 -2.10298  0.345
H: 0.80028 2.47941 0.42667  0.464
H: -0.52487 3.08299 -0.52129  0.409
H: -2.01437 1.89714 0.56289  0.496
H: -1.18254 0.39741 0.51279  0.930
H: -3.82428 3.70509 3.54842  0.415
H: -3.63733 2.29794 4.55084  0.344
H: -4.02919 3.84668 5.29306  0.398
H: -3.26933 5.87705 3.39780  0.304
H: -2.16974 7.01848 4.19332  0.379
H: -3.29381 5.95927 5.12129  0.367
H: -0.58948 3.13687 6.58828  0.439
H: 0.94588 2.32077 6.47813  0.316
H: 1.49800 -1.28151 2.74258  0.180
H: 0.55257 -0.85323 0.75935  0.098
C: 6.69598 -0.20142 -5.33317  -0.617
O: 6.91658 -0.22828 -3.92015  -0.347
C: 5.80783 -0.24241 -3.19198  0.771
O: 4.68062 -0.23423 -3.61354  -0.546
O: 6.15469 -0.26696 -1.90455  -0.365
C: 5.04392 -0.28480 -1.01256  -0.611
H: 7.67465 -0.19227 -5.80291  0.219
H: 6.15479 -1.08911 -5.65410  0.295
H: 6.15438 0.69762 -5.62013  0.294
H: 4.43905 -1.17687 -1.17082  0.351
H: 4.43838 0.61062 -1.13755  0.281
H: 5.44320 -0.30487 -0.00262  0.301

The value obtained for the highest occupied orbital energy is -12.3861 eV. The multiplicity is 1. As for the charge: +1. For the orbital gap, the calculation gives 0.27595 Eh. The energy above the lowest of the compared OMol25 structures with the same formula, charge and spin comes out at 86.9 kcal per mole.



Let's list strongest force on any atom in order: 1.0 0.8 2.7 3.5 eV/A.
Let's list E in order: -2892.95290 -2484.72976 -2758.84614 -2523.82892 hartree.